[1]
7
Properties=species:S:1:pos:R:3:forces:R:3:nbo_charge:R:1 method="wB97M-V/def2-TZVPD" fmax_ha_per_bohr=0.1089 orbital_gap_ev=9.82 charge=0 e_above_lowest_kcal_mol=32.9 homo_ev=-10.1 e_lumo_ev=-0.32 energy_ha=-990.446662
C 0.163 -1.049 0.019 -0.53 -1.25 0.21 0.2059
C 0.124 0.341 0.311 -1.55 0.57 5.35 -0.5027
N 0.125 -2.170 -0.227 0.13 0.11 -0.05 -0.2525
S -0.783 1.247 -0.847 -0.77 0.46 -1.11 0.1195
Cl 1.715 0.885 0.674 1.69 0.73 -0.07 0.0415
H -0.467 0.560 1.739 1.17 -1.00 -4.15 0.2422
H -0.877 0.186 -1.669 -0.14 0.37 -0.18 0.1460

=====

[2]
7
Properties=species:S:1:pos:R:3:forces:R:3:nbo_charge:R:1 method="wB97M-V/def2-TZVPD" fmax_ha_per_bohr=0.0855 orbital_gap_ev=10.60 charge=0 e_above_lowest_kcal_mol=0.8 homo_ev=-10.4 e_lumo_ev=0.23 smiles=N#C[C@H](S)Cl energy_ha=-990.497783
N 1.785 -1.382 -0.989 0.73 -0.18 -0.30 -0.2676
C 0.948 -0.718 -0.584 -0.01 -0.13 0.16 0.2303
C -0.232 -0.076 -0.047 1.03 3.28 -2.74 -0.5199
S 0.152 0.871 1.407 0.32 -0.34 0.99 0.0957
Cl -1.435 -1.279 -0.020 -1.70 -0.89 0.34 0.0704
H -0.471 0.842 -0.793 0.14 -2.60 1.22 0.2731
H -0.747 1.742 1.026 -0.50 0.85 0.34 0.1180

=====

[3]
7
Properties=species:S:1:pos:R:3:forces:R:3:nbo_charge:R:1 method="wB97M-V/def2-TZVPD" fmax_ha_per_bohr=0.0889 orbital_gap_ev=10.64 charge=0 e_above_lowest_kcal_mol=0.0 homo_ev=-10.2 e_lumo_ev=0.39 smiles=N#C[C@H](S)Cl energy_ha=-990.499037
N -3.202 -1.605 0.045 0.92 0.92 -0.37 -0.2664
C -2.294 -0.912 -0.145 0.19 -0.82 -0.43 0.2276
C -1.032 -0.121 -0.215 -2.19 0.21 4.01 -0.3844
S 0.015 -0.614 1.221 1.15 -1.46 -1.56 0.0380
Cl -1.528 1.540 0.304 -0.17 0.34 -0.13 -0.0107
H -0.556 0.077 -1.098 1.07 -0.46 -2.35 0.2538
H 0.715 -1.674 0.564 -0.98 1.28 0.84 0.1421

=====

[4]
7
Properties=species:S:1:pos:R:3:forces:R:3:nbo_charge:R:1 method="wB97M-V/def2-TZVPD" fmax_ha_per_bohr=0.0940 orbital_gap_ev="7.86 / 7.86" charge=0 e_above_lowest_kcal_mol=72.3 homo_ev="-10.0 / -10.0" e_lumo_ev="-2.12 / -2.12" energy_ha=-990.383826
C 2.501 0.103 0.088 -4.65 -1.25 -0.44 0.0330
C 0.115 -0.497 -0.338 0.80 1.15 2.69 -0.2580
N 3.593 0.373 -0.067 2.56 0.66 -0.19 -0.5096
S -0.724 0.835 0.330 0.16 1.25 -0.11 0.2092
Cl -0.077 -2.042 0.200 0.02 -0.83 0.18 0.1798
H 0.099 -0.291 -1.335 1.34 -0.20 -2.85 0.2114
H -1.588 0.265 1.133 -0.22 -0.77 0.71 0.1341

=====

[5]
7
Properties=species:S:1:pos:R:3:forces:R:3:mulliken_spin:R:1 method="wB97M-V/def2-TZVPD" fmax_ha_per_bohr=0.1086 orbital_gap_ev="6.13 / 5.92" multiplicity=3 charge=0 e_above_lowest_kcal_mol=59.6 homo_ev="-6.2 / -10.7" e_lumo_ev="-0.03 / -4.79" energy_ha=-990.335210 s2=2.01
C 1.322 0.188 0.454 -2.11 0.50 -0.17 -0.0567
C 0.075 0.180 -0.183 -1.28 5.37 0.86 0.4260
N 2.295 0.003 1.008 2.43 -0.31 1.14 0.1273
S -1.335 0.001 0.990 0.81 -0.29 -1.36 0.7073
Cl 0.092 -1.363 -1.375 -0.73 -3.76 -2.44 0.7903
H -0.083 1.030 -0.969 0.11 -1.52 1.79 -0.0014
H -2.367 -0.038 0.075 0.76 0.02 0.18 0.0072

=====

[6]
7
Properties=species:S:1:pos:R:3:forces:R:3:mulliken_spin:R:1 method="wB97M-V/def2-TZVPD" fmax_ha_per_bohr=0.1639 orbital_gap_ev="4.15 / 11.41" multiplicity=3 charge=+1 e_above_lowest_kcal_mol=0.0 homo_ev="-10.3 / -17.8" e_lumo_ev="-6.18 / -6.40" energy_ha=-687.561365 s2=2.01
C 1.193 1.241 0.513 3.58 5.72 5.05 0.7060
C -1.446 -1.656 -0.844 -0.77 1.79 -2.41 0.0135
O 0.607 0.283 0.163 -4.13 -6.31 -2.16 0.9038
O -1.675 -1.114 -1.814 0.57 -0.92 1.35 0.0133
Cl -1.287 -2.400 0.492 0.36 -0.69 1.10 0.0049
H 1.568 1.978 -0.150 0.33 1.12 -0.84 0.1429
H 1.041 1.668 1.640 0.07 -0.73 -2.08 0.2157